# 1
Formula: C19H36I2NOP2Re
Source: the OMol25 dataset
Level of theory: the ωB97M-V functional and the def2-TZVPD basis

## Properties
calculated total energy: -2230.8167 a.u.

Geometry as ORCA input:
```
! wB97M-V def2-TZVPD RIJCOSX def2/J DEFGRID3
* xyz 3 4
I -3.457 7.130 0.688
I -4.921 6.391 -1.436
Re -0.979 1.196 -0.333
P 0.678 1.976 -1.755
C 0.586 3.726 -2.291
C 2.368 1.829 -1.064
H 3.123 2.130 -1.799
H 1.638 1.398 -3.934
H 2.524 0.788 -0.770
H 0.904 -0.008 -3.097
H 0.614 4.376 -1.412
H 2.449 2.460 -0.175
C 0.790 1.053 -3.333
H 1.419 3.977 -2.955
H -0.138 1.188 -3.896
H -0.359 3.896 -2.812
P -2.494 0.160 1.082
C -3.893 1.161 1.713
C -3.315 -1.301 0.342
H -0.916 -1.179 2.310
H -2.467 -1.067 3.203
H -1.320 0.306 3.197
C -1.733 -0.516 2.605
H -2.537 -1.981 -0.016
H -3.952 -1.809 1.073
H -4.538 0.566 2.368
H -4.478 1.537 0.869
H -3.918 -0.980 -0.512
H -3.504 2.019 2.268
C -1.845 2.796 -0.278
O -2.401 3.825 -0.242
C 2.537 -4.645 -0.106
C 1.582 -3.548 -0.483
C 0.721 -3.734 -1.566
C -0.175 -2.729 -1.934
C -1.093 -2.945 -3.101
C -0.205 -1.529 -1.208
C 0.647 -1.307 -0.111
C 1.546 -2.343 0.239
N 0.531 -0.038 0.566
C 1.393 0.371 1.790
C 1.304 -0.567 3.066
C 2.965 0.378 1.578
C 0.984 1.792 2.238
H 1.967 -5.563 0.150
H 3.212 -4.862 -0.960
H 3.160 -4.366 0.770
H 0.748 -4.663 -2.124
H -0.494 -3.127 -4.018
H -1.738 -3.829 -2.908
H -1.747 -2.065 -3.277
H -0.904 -0.763 -1.506
H 2.228 -2.266 1.053
H 1.482 -1.634 2.870
H 2.053 -0.274 3.833
H 0.442 -0.496 3.723
H 3.430 1.204 1.048
H 3.499 0.546 2.538
H 3.379 -0.554 1.166
H 1.114 2.537 1.439
H -0.080 1.854 2.511
H 1.582 2.122 3.115
*
```

Charges in e, computed with natural (NBO), in the same order as the atoms: 0.499, 0.505, 0.485, 0.961, -0.930, -0.917, 0.276, 0.276, 0.245, 0.244, 0.251, 0.250, -0.919, 0.268, 0.261, 0.254, 0.963, -0.930, -0.919, 0.245, 0.276, 0.250, -0.918, 0.244, 0.276, 0.267, 0.254, 0.261, 0.251, 0.468, -0.519, -0.654, 0.033, -0.066, 0.023, -0.655, -0.191, 0.214, -0.192, -0.470, 0.093, -0.642, -0.643, -0.637, 0.259, 0.259, 0.237, 0.253, 0.261, 0.261, 0.222, 0.170, 0.239, 0.229, 0.263, 0.234, 0.234, 0.263, 0.229, 0.212, 0.212, 0.272


# 2
Formula: C2H8BrNO3P2Pd
Source: the OMol25 dataset
Level of theory: the ωB97M-V functional and the def2-TZVPD basis

## Properties
calculated total energy: -3745.3715 a.u.

Geometry as ORCA input:
```
! wB97M-V def2-TZVPD RIJCOSX def2/J DEFGRID3
* xyz 2 1
N -0.962 0.271 2.083
C -1.210 -0.709 1.062
C -1.708 -0.070 -0.227
P -0.427 0.563 -1.344
Br -0.642 2.634 -1.557
P 1.654 0.277 -0.643
O 1.861 0.442 0.777
O 1.881 -1.195 -1.187
O 2.546 1.145 -1.551
H -0.841 1.204 1.725
H -0.144 0.072 2.637
H -2.028 -1.329 1.398
H -0.366 -1.390 0.915
H -2.342 0.771 0.019
H -2.342 -0.757 -0.772
H 2.154 -1.766 -0.443
H 2.823 1.947 -1.083
Pd 0.092 -2.110 -1.809
*
```

Charges in e, computed with natural (NBO), in the same order as the atoms: -0.727, -0.230, -0.774, 0.671, 0.179, 2.131, -0.973, -0.997, -0.947, 0.363, 0.404, 0.273, 0.192, 0.301, 0.294, 0.570, 0.560, 0.709


# 3
Formula: C49H54Cl2GaN5O4P2Si2
Source: the OMol25 dataset
Level of theory: the ωB97M-V functional and the def2-TZVPD basis

## Properties
calculated total energy: -6581.4002 a.u.

Geometry as ORCA input:
```
! wB97M-V def2-TZVPD RIJCOSX def2/J DEFGRID3
* xyz -2 1
Ga -0.930 0.137 -0.275
C 2.607 4.275 3.409
Si 1.069 3.183 3.192
C 0.831 2.352 4.870
C -0.352 4.390 2.923
N 1.165 1.979 2.015
P 1.542 1.966 0.493
C 0.938 0.755 -0.586
P 1.624 -0.828 -0.717
N 0.673 -1.876 -0.043
Si 0.513 -3.501 0.385
C -0.986 -4.235 -0.453
C 1.959 -4.655 -0.018
C 0.247 -3.652 2.231
C 1.799 -1.137 -2.537
C 1.379 -0.206 -3.476
C 1.419 -0.499 -4.836
C 1.875 -1.733 -5.272
C 2.307 -2.673 -4.341
C 2.271 -2.369 -2.989
C 3.370 -1.085 -0.205
C 3.591 -1.653 1.048
C 4.871 -1.991 1.461
C 5.952 -1.760 0.622
C 5.746 -1.178 -0.622
C 4.463 -0.842 -1.033
C 1.133 3.595 -0.300
C 1.931 4.722 -0.102
C 1.568 5.963 -0.611
C 0.381 6.102 -1.315
C -0.429 4.992 -1.512
C -0.052 3.750 -1.019
C 3.382 2.012 0.334
C 4.015 2.485 -0.815
C 5.393 2.637 -0.860
C 6.163 2.295 0.244
C 5.547 1.793 1.382
C 4.164 1.662 1.428
H 2.563 4.769 4.386
H 2.652 5.056 2.647
H 3.537 3.705 3.359
H -0.232 2.213 5.085
H 1.304 1.368 4.877
H 1.259 2.949 5.682
H -1.238 4.102 3.495
H -0.653 4.402 1.872
H -0.073 5.409 3.210
H -0.844 -4.258 -1.537
H -1.836 -3.582 -0.233
H -1.207 -5.250 -0.102
H 2.064 -4.820 -1.094
H 1.763 -5.627 0.446
H 2.916 -4.284 0.360
H -0.469 -2.894 2.553
H 1.171 -3.495 2.796
H -0.150 -4.637 2.495
H 1.013 0.751 -3.123
H 1.076 0.238 -5.553
H 1.902 -1.964 -6.331
H 2.660 -3.643 -4.670
H 2.617 -3.100 -2.266
H 2.738 -1.840 1.692
H 5.025 -2.432 2.439
H 6.953 -2.031 0.937
H 6.589 -0.985 -1.276
H 4.308 -0.394 -2.006
H 2.854 4.632 0.457
H 2.212 6.820 -0.451
H 0.087 7.070 -1.704
H -1.368 5.089 -2.044
H -0.694 2.896 -1.172
H 3.414 2.743 -1.680
H 5.865 3.022 -1.757
H 7.240 2.413 0.213
H 6.144 1.508 2.240
H 3.666 1.300 2.319
Cl -2.691 1.151 -2.265
C -3.957 0.370 -1.325
C -5.257 0.680 -1.658
C -6.327 0.067 -1.018
C -6.037 -0.869 -0.023
C -4.739 -1.164 0.316
Cl -4.467 -2.357 1.570
C -3.557 -0.574 -0.290
N -2.358 -0.934 0.074
H -5.433 1.413 -2.437
H -7.348 0.304 -1.284
H -6.837 -1.375 0.505
C -3.107 -4.134 -4.543
C -3.495 -3.045 -3.540
C -4.442 -2.026 -4.186
C -4.161 -3.661 -2.305
C -2.265 -2.332 -3.132
N -1.320 -1.752 -2.835
H -3.998 -4.704 -4.818
H -2.373 -4.816 -4.111
H -2.677 -3.696 -5.446
H -5.352 -2.540 -4.507
H -3.975 -1.557 -5.055
H -4.711 -1.247 -3.473
H -5.110 -4.113 -2.605
H -4.358 -2.899 -1.551
H -3.526 -4.425 -1.859
O -3.332 3.151 1.035
C -2.630 2.162 1.203
O -1.629 1.837 0.468
C -2.950 1.257 2.380
C -4.248 1.259 2.871
C -4.608 0.454 3.945
C -3.658 -0.336 4.565
C -2.364 -0.309 4.075
C -1.991 0.451 2.981
N -1.339 -1.104 4.777
O -1.683 -1.736 5.765
O -0.206 -1.080 4.349
H -4.966 1.903 2.380
H -5.632 0.441 4.298
H -3.895 -0.964 5.410
H -0.961 0.459 2.642
*
```

These are the Mulliken partial charges, in e, on atoms 1 to 99: 1.501, -1.383, 0.478, -1.223, -0.921, 0.434, 1.173, -1.638, 0.243, -0.089, 0.087, -0.808, -1.158, -0.761, 0.323, -0.545, -0.599, -0.585, -0.732, -0.257, 1.000, -0.766, -0.686, -0.647, -0.708, -0.563, 0.220, -0.310, -0.949, -0.606, -0.588, 0.172, 0.428, -0.560, -0.852, -0.608, -0.860, -0.557, 0.476, 0.297, 0.321, 0.233, 0.259, 0.386, 0.333, 0.061, 0.463, 0.140, -0.014, 0.518, 0.286, 0.457, 0.279, -0.141, 0.277, 0.412, 0.420, 0.405, 0.331, 0.412, 0.286, 0.419, 0.429, 0.353, 0.412, 0.508, 0.586, 0.385, 0.349, 0.455, -0.450, 0.405, 0.385, 0.341, 0.398, 0.654, -0.318, 1.108, -0.703, -0.878, -0.422, 0.309, -0.252, -0.410, 0.186, 0.380, 0.349, 0.386, -1.937, 2.757, -1.431, -1.282, -0.893, -0.057, 0.435, 0.352, 0.383, 0.452, 0.350


# 4
Formula: C4H5NO2
Source: the OMol25 dataset
Level of theory: the ωB97M-V functional and the def2-TZVPD basis

## Properties
SMILES string: O=CC1=NCCO1
calculated total energy: -360.6193 a.u.

Geometry as ORCA input:
```
! wB97M-V def2-TZVPD RIJCOSX def2/J DEFGRID3
* xyz 0 1
O 2.565 0.108 1.890
C 2.180 0.266 0.761
C 0.757 0.034 0.345
O 0.398 0.646 -0.812
N -0.085 -0.690 0.957
C -1.289 -0.681 0.119
C -1.021 0.413 -0.933
H 2.848 0.590 -0.060
H -2.174 -0.481 0.728
H -1.408 -1.675 -0.327
H -1.234 0.119 -1.962
H -1.538 1.352 -0.705
*
```

Charges in e, computed with natural (NBO), in the same order as the atoms: -0.449, 0.380, 0.405, -0.487, -0.398, -0.284, -0.098, 0.129, 0.214, 0.204, 0.199, 0.185


# 5
Formula: C3H3NS2
Source: the OMol25 dataset
Level of theory: the ωB97M-V functional and the def2-TZVPD basis

## Properties
SMILES string: S=C1C=NCS1
calculated total energy: -967.1988 a.u.

Geometry as ORCA input:
```
! wB97M-V def2-TZVPD RIJCOSX def2/J DEFGRID3
* xyz 0 1
C 0.168 1.059 -0.020
C 1.327 0.110 -0.051
C -1.143 -0.783 -0.010
N -0.983 0.595 0.176
S 2.904 0.378 0.092
S 0.487 -1.550 -0.001
H 0.440 2.173 -0.046
H -1.725 -1.147 0.824
H -1.476 -0.834 -0.964
*
```

Charges in e, computed with natural (NBO), in the same order as the atoms: 0.033, -0.342, -0.381, -0.331, 0.095, 0.237, 0.219, 0.236, 0.234


Look up the calculated total energy of the fourth one.
-360.6193 a.u.


Which formula does entry 1 have?
C19H36I2NOP2Re


The lowest calculated total energy belongs to which entry?
C49H54Cl2GaN5O4P2Si2